ORCA calculation (wB97M-V/def2-TZVPD) on a cluster of 9 separate species, C12H42N12O12 in total.

As for the SMILES: NC(N)=O.NC(N)=O.NC(N)=O.NC(N)=O.NC(N)=O.NC(N)=O.OCCO.OCCO.OCCO. The spin multiplicity is 1. For the energy above the lowest of the compared OMol25 structures with the same formula, charge and spin, the calculation gives 428.1 kJ/mol. The HOMO energy is -0.314 Ha. As for the total charge: 0.

```
78
Properties=species:S:1:pos:R:3:forces:R:3:lowdin_charge:R:1
C -13.4254 -16.6238 -2.0625 -0.06 -0.13 0.71 -0.238
C -12.4081 -16.6507 -0.9169 -1.22 -1.02 0.42 -0.204
O -11.6710 -17.8684 -0.9470 0.78 -0.37 -0.62 -0.097
O -12.8463 -15.9473 -3.1551 0.01 0.13 -0.42 -0.069
H -14.3993 -16.2253 -1.7784 0.16 0.68 0.29 0.115
H -13.6835 -17.6407 -2.3582 0.32 -0.44 0.15 0.120
H -12.9254 -16.8071 0.0297 -0.22 0.95 0.06 0.123
H -11.7394 -15.7899 -0.9101 -0.19 0.17 -0.05 0.116
H -11.4929 -18.0362 -1.8753 0.20 -0.20 -0.20 0.085
H -13.4666 -16.0795 -3.8757 0.13 0.25 -0.34 0.087
C -13.7640 -8.2353 2.3409 -1.09 -1.39 0.92 -0.190
C -13.5470 -9.7870 2.0117 1.82 1.73 0.19 -0.268
O -14.6712 -10.5953 2.0044 -0.52 0.34 0.06 -0.035
O -14.5334 -8.0966 3.5550 0.14 0.01 -0.45 -0.090
H -14.2904 -7.6829 1.5626 0.20 -0.20 -0.36 0.108
H -12.8455 -7.7119 2.6064 0.34 -0.42 -0.57 0.109
H -12.7865 -10.1265 2.7149 -0.23 -0.11 0.77 0.105
H -12.9674 -9.8845 1.0938 -0.31 0.34 -0.79 0.086
H -14.4097 -11.4441 2.3689 -0.30 -0.21 0.08 0.075
H -15.4571 -8.1464 3.2983 -0.10 -0.21 0.17 0.076
C -7.2703 -13.2459 0.4677 0.26 -0.51 -1.02 -0.228
C -6.6225 -14.2639 1.3628 0.45 1.29 3.31 -0.235
O -7.5529 -14.8267 2.3131 0.71 0.70 -0.81 -0.094
O -8.1215 -12.3112 1.1479 0.43 -0.77 -0.41 -0.065
H -7.8048 -13.7995 -0.3043 -0.49 0.29 -0.24 0.113
H -6.4493 -12.7104 -0.0091 -0.16 0.25 -0.17 0.123
H -5.9850 -13.6807 2.0273 0.26 0.27 0.12 0.120
H -5.8850 -14.9843 1.0090 -0.55 -0.11 -0.98 0.109
H -8.0206 -15.4632 1.7675 -0.81 -1.06 -0.02 -0.017
H -8.2478 -12.6855 2.0229 -0.03 -0.08 0.49 0.073
C -12.6203 -12.0252 -2.0944 1.16 1.60 0.63 -0.815
O -13.2364 -11.4812 -1.2295 -1.38 0.90 2.89 0.057
N -11.3020 -12.0787 -2.1171 4.05 -0.29 1.14 0.167
N -13.1230 -12.3784 -3.2174 -2.17 -1.65 -3.22 0.187
H -10.7846 -12.7075 -2.7146 -0.22 0.06 0.17 0.108
H -10.8469 -11.8471 -1.2457 0.01 -0.15 -0.33 0.089
H -14.1054 -12.1514 -3.2762 0.24 -0.26 -1.01 0.132
H -12.4290 -12.5659 -3.9268 -1.25 -0.03 -0.59 0.121
C -10.3614 -14.6167 5.6033 -1.57 0.95 3.16 -0.751
O -10.3492 -14.8120 6.8099 0.48 -0.68 0.37 0.018
N -9.7618 -15.3704 4.7195 1.80 -2.32 -2.34 0.177
N -11.1313 -13.6313 5.1235 -0.78 2.02 -2.02 0.161
H -9.7507 -15.2014 3.7239 -0.11 0.16 0.50 0.059
H -9.3890 -16.2637 5.0076 0.06 0.44 0.19 0.123
H -11.5762 -12.9383 5.7083 0.39 -0.51 0.37 0.116
H -10.9209 -13.2791 4.2006 -0.25 -0.12 -0.03 0.079
C -15.2685 -14.8097 4.6316 0.32 2.94 -2.11 -0.782
O -15.6295 -13.6489 4.4223 0.20 -0.54 0.15 0.027
N -15.5225 -15.5583 5.6256 -2.39 -1.48 5.12 0.164
N -14.5077 -15.5388 3.8470 2.76 -0.30 -4.57 0.152
H -15.9772 -15.0802 6.3904 -0.10 -1.06 0.33 0.134
H -15.2259 -16.5156 5.5002 -0.70 0.28 1.40 0.118
H -14.0738 -16.4102 4.1162 -0.06 0.53 -0.06 0.108
H -14.0940 -15.0271 3.0808 0.09 -0.34 -0.24 0.065
C -8.2829 -17.4364 0.2701 1.25 1.00 0.28 -0.761
O -8.8445 -16.6736 1.0015 -1.86 2.13 2.26 0.056
N -7.0067 -17.3619 -0.0379 3.21 0.64 -0.46 0.186
N -8.8324 -18.4065 -0.3360 -3.20 -4.26 -2.64 0.201
H -6.7102 -18.0794 -0.6839 0.90 0.47 0.53 0.113
H -6.3788 -16.9112 0.6123 0.07 -0.26 -0.42 0.106
H -8.3174 -18.9059 -1.0469 -0.42 -0.09 0.28 0.125
H -9.8382 -18.4983 -0.3415 -0.16 0.20 0.00 0.097
C -16.1737 -13.8791 0.0462 -1.87 -1.55 -2.22 -0.754
O -17.3255 -14.1051 -0.3496 0.42 0.86 0.11 -0.003
N -15.1555 -13.4947 -0.6990 1.04 1.25 -4.19 0.159
N -15.6625 -14.2339 1.1763 -0.75 -0.93 4.20 0.164
H -14.2373 -13.2553 -0.3529 -0.47 0.21 -0.08 0.064
H -15.3634 -13.3658 -1.6789 0.28 0.23 0.27 0.098
H -16.3448 -14.1930 1.9199 0.67 -0.19 0.60 0.114
H -14.6854 -13.9883 1.2474 -0.57 -0.17 1.20 0.023
C -11.8711 -13.7624 1.4067 -2.33 3.90 -0.62 -0.723
O -13.0968 -13.7853 1.5055 -0.36 -0.32 -0.08 -0.003
N -11.2542 -12.6868 0.9435 0.62 1.57 -1.02 0.208
N -11.1353 -14.6550 1.9144 2.55 -4.76 2.07 0.209
H -10.2505 -12.5781 0.9749 -0.01 0.15 -0.03 0.082
H -11.8584 -11.9255 0.6687 0.06 0.07 -0.15 0.087
H -10.1564 -14.7817 1.7003 -0.18 -0.15 -0.15 0.092
H -11.6876 -15.4291 2.2548 0.62 -0.31 0.05 0.136
```
Forces are in eV/Å.

ORCA calculation (wB97M-V/def2-TZVPD) on a cluster of 8 separate species, C27H64N8O7 in total.

The spin multiplicity is 2. The HOMO energy (spin up / spin down) is 0.028 / -0.249 Ha. As for the total charge: -1.

```
106
Properties=species:S:1:pos:R:3:forces:R:3:mulliken_spin:R:1
C 0.8861 -1.1759 -3.4522 0.49 -0.18 -0.94 -0.047
C 1.1511 -2.1967 -4.6194 -1.63 -0.14 0.16 -0.038
N 0.5130 -1.7675 -5.9108 1.35 -1.63 2.45 -0.084
C 0.1324 -2.9057 -6.7787 0.03 1.41 0.30 0.001
C -1.1001 -3.7044 -6.2446 0.42 0.02 -0.92 0.014
C 1.1930 -0.6161 -6.4713 -1.22 0.59 -1.48 0.024
C 0.0279 0.3100 -6.8193 -0.18 1.44 0.44 0.017
H -0.1571 -0.8680 -3.3810 -0.36 -0.77 -0.07 0.062
H 1.3307 -0.1886 -3.5772 0.74 -0.17 -0.10 0.002
H 1.2113 -1.5952 -2.5001 0.01 0.13 -0.06 -0.019
H 2.1359 -2.6538 -4.7159 0.90 1.16 -0.17 -0.018
H 0.6958 -3.1366 -4.3072 -0.96 0.05 0.02 0.050
H -0.0907 -2.4019 -7.7192 -0.63 -0.19 -0.20 0.010
H 1.0023 -3.4991 -7.0602 0.11 -0.65 0.38 -0.001
H -1.8479 -3.0285 -5.8299 0.20 0.10 0.07 0.059
H -1.5722 -4.2170 -7.0828 -0.07 0.16 -0.30 -0.028
H -0.9353 -4.5385 -5.5624 0.55 0.39 0.37 -0.009
H 1.8000 -0.7226 -7.3704 0.17 -0.95 -0.27 0.003
H 1.8757 -0.1004 -5.7959 -0.27 -0.38 0.45 0.016
H 0.1786 1.1123 -7.5416 0.50 -0.06 -0.24 -0.003
H -0.1854 0.8318 -5.8864 -0.47 0.05 0.07 -0.005
H -0.8902 -0.1960 -7.1175 0.25 -0.35 -0.01 0.002
C -2.2280 0.3365 2.6079 -2.00 0.10 1.56 -0.053
C -1.0939 -0.4036 2.0715 -0.31 0.79 -1.54 0.239
O -0.0668 -0.3184 2.6973 1.87 -0.92 0.34 -0.231
N -1.2409 -0.9553 0.8345 0.61 -0.61 0.43 -0.093
C -0.0513 -1.4631 0.1345 -0.47 1.44 0.60 -0.096
H -3.2175 0.0844 2.2265 0.10 0.43 -0.57 0.079
H -2.0034 1.4010 2.6750 -0.17 0.02 -0.57 0.044
H -2.3127 0.0673 3.6608 0.16 -0.15 0.19 -0.065
H -2.0489 -0.7278 0.2728 -0.10 -0.17 0.08 -0.022
H -0.3633 -2.0256 -0.7454 0.24 -0.27 0.32 0.041
H 0.6081 -1.9279 0.8676 -0.23 -0.59 -0.29 0.048
H 0.4984 -0.5714 -0.1669 0.32 -0.16 -0.54 0.060
C -0.3081 4.0256 3.7751 -0.31 0.75 0.29 0.271
C 0.1335 5.4879 3.9182 -4.07 1.11 2.93 0.086
O -0.6603 6.4210 4.3388 1.97 -2.75 -2.04 -0.155
N 1.4065 5.6270 3.9011 4.69 2.17 -0.52 -0.391
C 2.0695 6.9479 4.1453 -0.87 -0.05 0.72 0.274
H -0.8030 3.8730 4.7342 -1.13 -0.12 -0.52 -0.039
H 0.4121 3.2083 3.8145 0.78 0.55 -0.51 0.084
H -0.8597 3.9842 2.8359 -0.67 -0.46 0.47 0.010
H 1.9961 4.8170 3.7730 0.06 -0.06 -0.04 0.043
H 3.0807 7.1086 3.7715 -0.23 -0.73 -0.62 -0.030
H 2.1684 7.1585 5.2102 -0.15 -0.41 0.30 -0.035
H 1.4042 7.7485 3.8220 0.04 -0.23 -0.41 0.024
C -3.1861 -3.5769 -1.6314 0.43 0.27 -0.17 0.271
C -3.2309 -2.1566 -2.2049 0.15 0.04 -0.04 0.008
O -3.1544 -1.1838 -1.4641 -0.07 -0.11 -0.12 -0.087
N -3.2975 -2.0074 -3.5537 0.01 0.14 -0.15 -0.080
C -3.3261 -0.7134 -4.2551 0.43 -0.82 -0.14 0.046
H -2.9464 -3.4520 -0.5754 -0.34 -0.17 -0.01 -0.035
H -2.3779 -4.1691 -2.0606 0.17 0.16 -0.24 -0.003
H -4.0834 -4.1736 -1.7950 -0.21 0.33 0.14 -0.066
H -3.3496 -2.8162 -4.1564 0.03 -0.01 0.40 0.012
H -2.7699 -0.8574 -5.1813 -0.11 -0.02 -0.18 0.045
H -2.7662 0.0638 -3.7349 -0.48 -0.13 0.38 0.004
H -4.3561 -0.4540 -4.4998 0.11 0.40 0.19 -0.035
C -6.0670 -0.4412 3.2255 -1.14 0.30 0.57 0.129
C -7.4654 -1.0872 3.2820 3.47 -0.85 0.50 0.034
O -8.1814 -1.0402 2.3384 -2.30 0.49 -1.87 -0.087
N -7.7426 -1.8178 4.3768 1.35 0.43 0.46 -0.031
C -9.0280 -2.3228 4.6336 -0.52 -0.28 0.91 0.082
H -5.6497 -0.3901 4.2311 0.31 0.15 -0.15 0.005
H -6.3253 0.5529 2.8606 0.52 0.20 0.07 0.005
H -5.3698 -0.8962 2.5220 -0.32 -0.24 0.07 0.038
H -7.0536 -1.9944 5.0938 0.08 0.44 -0.42 -0.039
H -9.1659 -3.3174 4.2097 -0.41 0.07 -0.14 -0.007
H -9.7683 -1.5907 4.3107 -0.19 -0.39 -0.10 0.002
H -9.0140 -2.3825 5.7219 -0.85 -0.33 0.08 -0.024
C 1.8901 1.9005 0.9677 0.44 0.47 0.37 -0.025
C 3.2126 1.9465 0.2206 -0.31 -2.81 0.85 0.428
O 3.5861 0.9626 -0.4715 -0.26 2.55 0.33 -0.328
N 3.9724 2.9746 0.6592 -0.55 -0.26 -0.67 -0.355
C 5.2328 3.2691 0.0470 -0.16 -0.58 -0.02 0.349
H 1.6346 2.9235 1.2437 -0.69 0.04 -0.43 -0.021
H 2.1087 1.4927 1.9546 0.01 -0.53 -0.03 0.172
H 1.0969 1.3155 0.5023 0.22 0.34 -0.03 -0.067
H 3.6920 3.3851 1.5383 0.08 0.15 -0.18 0.034
H 5.7731 2.3255 -0.0282 0.63 0.21 0.28 -0.019
H 5.7019 4.0482 0.6480 0.36 -0.18 -0.40 -0.114
H 5.0453 3.5487 -0.9897 0.22 0.52 0.00 0.027
C 2.8617 -3.9327 -1.3676 -1.17 0.87 -0.47 0.025
C 3.6957 -3.9411 -2.6177 0.14 -1.55 0.80 0.048
O 3.8757 -5.0103 -3.1971 -0.20 0.19 -0.36 -0.024
N 4.2733 -2.8214 -3.0622 1.01 1.46 0.79 -0.060
C 4.5454 -1.5664 -2.2473 -1.77 -0.29 -1.81 0.003
H 3.4314 -4.2395 -0.4904 -0.21 0.03 -0.08 -0.032
H 1.9724 -4.5340 -1.5566 0.45 -0.78 0.16 -0.004
H 2.3615 -2.9726 -1.2406 0.57 0.33 0.54 0.033
H 4.8176 -3.0803 -3.8726 0.35 0.59 -0.03 0.000
H 4.2548 -0.7313 -2.8847 0.16 0.11 -0.16 0.030
H 5.5603 -1.3343 -1.9245 -0.08 -0.84 0.28 0.006
H 3.7544 -1.5210 -1.4987 0.74 -0.06 0.45 0.033
C 3.0340 0.5113 4.6284 0.06 0.18 0.70 0.255
C 3.2736 1.9702 4.9800 -1.25 0.54 -0.10 2.240
O 3.2364 2.7975 4.0804 0.63 0.78 -0.69 -1.076
N 3.2339 2.3427 6.2877 0.55 -3.33 -1.64 -0.828
C 3.2897 3.6032 6.8607 -1.10 1.96 1.43 0.722
H 3.3489 -0.1823 5.4080 0.22 -0.03 -0.07 -0.348
H 3.4647 0.2654 3.6578 0.07 0.09 0.20 -0.115
H 1.9514 0.4079 4.5548 -0.17 -0.04 -0.19 0.204
H 2.8999 1.5787 6.8576 0.29 0.16 0.43 -0.325
H 2.2817 3.8475 7.1958 -0.29 0.37 0.10 0.050
H 3.5745 4.4552 6.2434 0.38 -0.60 -0.31 0.148
H 3.8613 3.5741 7.7884 0.46 0.13 -0.14 -0.356
```
Forces are in eV/Å.

ORCA calculation (wB97M-V/def2-TZVPD) on an isolated molecule of C17H17Cl2N5O2.

As for the SMILES: C[C@H](Oc1ccc(Cl)cc1Cl)c1ccnc2nc(N3CCOCC3)nn12. The spin multiplicity is 1. The HOMO energy is -0.303 Ha. As for the total charge: 0.

```
43
Properties=species:S:1:pos:R:3:forces:R:3:lowdin_charge:R:1
C -1.3529 -2.9626 1.7025 -0.13 0.35 -0.11 0.005
H -1.8227 -2.9214 2.6811 -0.01 0.01 0.10 0.089
H -1.8342 -3.7399 1.1149 -0.02 -0.07 -0.06 0.091
H -0.2981 -3.1943 1.8184 0.11 -0.03 0.00 0.090
C -1.5111 -1.6119 1.0048 0.36 -0.04 0.29 -0.312
C -0.8760 -1.6611 -0.3623 -0.42 -0.08 -0.09 -0.155
N 0.3727 -1.2070 -0.5044 0.18 -0.26 -1.36 0.005
N 1.1713 -0.6558 0.4073 0.39 0.47 1.13 0.157
C 2.2884 -0.3885 -0.2902 -0.83 -0.60 -0.33 -0.369
N 3.3935 0.1137 0.2770 0.30 0.10 0.21 -0.066
C 3.3429 0.7165 1.5899 -0.08 0.38 0.15 -0.121
H 4.2473 0.4266 2.1346 -0.09 0.02 0.04 0.130
C 3.3047 2.2435 1.4419 -0.14 -0.29 0.23 -0.187
H 2.3574 2.5371 0.9627 0.05 -0.01 0.05 0.127
O 4.3945 2.7055 0.6776 0.13 0.08 0.06 -0.133
C 4.3976 2.1392 -0.6155 0.10 -0.32 -0.21 -0.183
H 3.4855 2.4336 -1.1569 0.07 -0.01 0.01 0.129
C 4.4724 0.6088 -0.5498 0.12 0.38 -0.20 -0.121
H 5.4195 0.3071 -0.0914 -0.01 0.02 -0.08 0.130
H 4.3764 0.1707 -1.5421 0.13 0.04 0.06 0.114
H 5.2697 2.5507 -1.1249 -0.07 -0.04 -0.05 0.126
H 3.3850 2.7318 2.4143 -0.09 -0.04 -0.03 0.126
H 2.4595 0.3514 2.1117 0.10 0.03 0.07 0.113
N 2.2369 -0.7312 -1.5949 0.42 0.15 -0.26 0.197
C 1.0376 -1.2475 -1.7491 -0.29 0.11 0.85 -0.332
N 0.4531 -1.7315 -2.8264 0.09 -0.11 -0.62 0.146
C -0.7765 -2.1742 -2.6953 -0.06 -0.02 0.10 -0.113
C -1.4874 -2.1654 -1.4915 0.11 0.08 0.24 0.018
H -2.4963 -2.5370 -1.4320 -0.11 -0.02 0.03 0.123
H -1.2281 -2.5614 -3.5976 -0.15 -0.07 -0.05 0.110
O -2.9006 -1.3564 0.9175 -0.01 -0.14 -0.06 -0.053
C -3.3227 -0.1585 0.4446 -0.30 0.30 -0.10 -0.288
C -4.7098 -0.0044 0.3047 0.32 0.00 0.01 -0.583
C -5.2612 1.1731 -0.1594 0.18 0.03 0.00 -0.123
C -4.4214 2.2248 -0.4964 0.16 -0.25 0.10 -0.682
C -3.0500 2.0981 -0.3687 -0.21 0.03 -0.03 -0.093
C -2.5064 0.9128 0.0979 0.03 -0.25 0.12 0.002
H -1.4351 0.8402 0.1922 0.16 -0.03 0.03 0.109
H -2.4034 2.9193 -0.6327 0.04 0.08 -0.03 0.109
Cl -5.1018 3.6984 -1.0796 -0.11 0.23 -0.09 0.679
H -6.3303 1.2669 -0.2582 -0.09 0.00 0.00 0.108
Cl -5.7317 -1.3243 0.7242 -0.21 -0.14 0.03 0.733
H -1.0081 -0.8357 1.5995 -0.13 -0.10 -0.15 0.147
```
Forces are in eV/Å.

ORCA calculation (wB97M-V/def2-TZVPD) on a cluster of 2 separate species, C3H6N2O in total.

The spin multiplicity is 1. For the energy above the lowest of the compared OMol25 structures with the same formula, charge and spin, the calculation gives 523.0 kJ/mol. The HOMO energy is -0.295 Ha. As for the total charge: 0.

```
12
Properties=species:S:1:pos:R:3:forces:R:3:lowdin_charge:R:1
C 1.7932 -0.3190 0.3356 0.30 -0.10 0.07 0.066
N 0.3904 1.3716 0.3068 -0.42 -0.33 -0.13 0.120
C -0.5106 0.5801 -0.0224 0.36 0.25 0.11 -0.532
N -0.1040 -0.8102 -0.2331 -0.08 -0.07 -0.05 0.077
C -1.9604 0.8754 -0.1986 -0.29 -0.11 -0.05 -0.228
O -2.7928 0.0296 -0.4500 0.34 0.33 0.09 0.033
H 2.0177 -1.3684 0.1411 -0.15 0.17 -0.01 0.029
H 2.3786 0.3417 -0.2920 -0.16 -0.04 0.05 0.038
H 1.8586 -0.0735 1.3879 -0.06 -0.01 -0.13 0.043
H -0.1901 -1.0839 -1.2145 0.06 -0.01 0.09 0.121
H -0.6611 -1.4836 0.3003 0.09 0.03 -0.02 0.119
H -2.2196 1.9401 -0.0612 0.00 -0.10 -0.02 0.115
```
Forces are in eV/Å.

Let's list max |F| in order: 5.9, 5.2, 1.4, 0.6 eV Å⁻¹.
Let's list E in order: -2042.43952, -2031.85079, -2002.66172, -302.49390 a.u..